Density functional theory data (ωB97M-V/def2-TZVPD) for C30H33BrN2OS as an isolated structure at a distorted geometry.

CARTESIAN COORDINATES (ANGSTROEM)
Br -5.93682 -6.54226 1.00200
C -4.63593 -5.30750 1.56752
C -4.96064 -4.26978 2.44803
C -4.07647 -3.21693 2.70189
C -2.85494 -3.17740 1.99783
S -1.61919 -2.08149 2.49774
C -2.41423 -4.32594 1.30815
C -3.31961 -5.36558 1.09100
H -5.92259 -4.30917 2.93048
H -4.28592 -2.46402 3.45863
H -1.37077 -4.40163 1.00695
H -3.03093 -6.24738 0.54508
C 2.92098 1.88235 -3.22345
N 2.23200 0.85728 -2.48770
C 2.62147 -0.44555 -2.65094
O 3.39896 -0.87054 -3.50366
C 1.94155 -1.26030 -1.56243
C 2.96328 -1.80209 -0.54000
C 3.88393 -0.70349 -0.03808
C 5.01195 -0.35993 -0.79365
C 5.83376 0.69091 -0.39597
C 5.54617 1.39361 0.77661
C 4.45341 1.02203 1.56086
C 3.64233 -0.04847 1.17596
N 1.00346 -0.30684 -0.96533
C 0.35006 -0.66487 0.16844
C -0.24599 0.21276 1.06687
C -1.43093 -0.04097 1.75387
C -2.07453 1.02368 2.48212
C -3.38584 0.79237 2.95902
C -4.21855 1.85273 3.27672
C -3.74580 3.17184 3.19891
C -2.43233 3.41382 2.77848
C -1.58222 2.36082 2.47000
C 1.08567 1.03616 -1.61437
C -0.20027 1.54488 -2.39401
C -0.54835 0.55654 -3.51677
C 0.06653 2.93144 -2.99000
C -1.39188 1.68441 -1.44675
H 3.99595 1.69447 -3.17146
H 2.63052 1.86992 -4.27830
H 2.71592 2.85433 -2.78538
H 1.38717 -2.09491 -2.03338
H 2.43533 -2.27655 0.30263
H 3.56412 -2.56250 -1.07296
H 5.21922 -0.91004 -1.71733
H 6.69704 0.95008 -1.00584
H 6.17169 2.23313 1.06997
H 4.23146 1.55494 2.48366
H 2.80293 -0.36470 1.80405
H 0.32320 -1.73035 0.35970
H 0.17715 1.21695 1.09323
H -2.19467 -0.95148 1.31082
H -3.74749 -0.23391 3.01020
H -5.23924 1.66149 3.58062
H -4.41019 4.01488 3.43588
H -2.06975 4.43307 2.69173
H -0.55533 2.59614 2.16910
H 1.30774 1.79298 -0.83769
H -0.79773 -0.43426 -3.10927
H -1.42600 0.93942 -4.06657
H 0.28277 0.46662 -4.23259
H 0.48919 3.61086 -2.23342
H 0.73036 2.88661 -3.86333
H -0.88376 3.37073 -3.33891
H -1.14943 2.35666 -0.60616
H -2.23794 2.12828 -2.00489
H -1.72099 0.71167 -1.05415

Summary:
- gap between HOMO and LUMO (eV) = 6.04
- electronic energy (hartree) = -4319.8041
- HOMO energy (eV) = -6.525